Record 1
ORCA calculation (ωB97M-V/def2-TZVPD) on a molecular structure, C17H39MnOP3S in a non-equilibrium geometry.

Results
HOMO energy (spin up / spin down) in eV: -16.4 / -16.4
Energy in Eh: -3318.42100
Expectation value of S²: 6.15
Spin multiplicity: 5
ΔE to the lowest compared entry with this formula, charge and spin in kcal/mol: 42.68
LUMO (spin up / spin down) in Eh: -0.3911 / -0.4221
F_max in eV/A: 2.089
Total charge: +3
Kohn-Sham gap (spin up / spin down) in eV: 5.7880 / 4.9393

Structure (XYZ):
```
62
C17H39MnOP3S ωB97M-V/def2-TZVPD
Mn 2.76032 0.58127 -0.04462
P -1.00526 -0.19734 2.34333
P 2.25645 2.52519 0.90423
P -2.87583 -2.28724 -1.33135
H 3.27850 -0.44611 -4.39081
C 2.19940 -0.63131 -4.34032
C 1.26611 0.32038 -4.40066
H 1.43860 1.37199 -4.17375
C -0.12787 -1.68767 2.97011
C -0.75242 0.87257 3.82020
C -2.72972 -0.70106 2.76401
C 3.36181 3.92290 0.47279
C 0.93935 3.26204 1.91541
C 3.21188 1.47065 2.09140
C -3.10770 -3.15220 -2.88576
C -4.43059 -1.54760 -0.83953
C -2.17821 -3.32315 -0.04559
H 1.89740 -1.68081 -4.46446
H 0.30937 0.10589 -4.88883
H -0.38780 -1.89209 4.01750
H 0.95200 -1.51213 2.89224
H -0.37621 -2.55681 2.34965
H -1.10562 0.35988 4.72365
H -1.32152 1.79736 3.66780
H 0.30783 1.12410 3.93284
H -2.80172 -0.95752 3.83037
H -3.04761 -1.55778 2.15764
H -3.38942 0.14890 2.54714
H 3.66810 4.49106 1.36219
H 2.82214 4.58470 -0.21465
H 4.24487 3.53477 -0.04397
H 1.09426 3.03196 2.97472
H -0.02788 2.86217 1.60193
H 0.92320 4.35415 1.80141
H 4.10642 2.02786 2.39379
H 3.54857 0.49228 1.65664
H 2.59564 1.24735 2.97289
H -3.55751 -4.13364 -2.67726
H -2.14231 -3.27927 -3.39396
H -3.77870 -2.57142 -3.53430
H -5.21964 -2.30354 -0.93181
H -4.64887 -0.70508 -1.50879
H -4.38074 -1.17947 0.19196
H -2.34879 -4.37856 -0.30235
H -2.63898 -3.11266 0.92911
H -1.09583 -3.14080 0.03308
C 0.52486 -0.20684 -1.69793
C 1.21011 -1.38326 -1.35657
C 2.63670 -1.36547 -1.29181
C 3.37936 -0.30193 -1.90113
C 2.68202 0.93282 -2.12189
C 1.32033 1.02573 -1.62225
S -1.03353 -0.14407 -2.44155
H -1.70803 -1.06725 -1.58274
H 0.64132 -2.31648 -1.27280
H 3.16688 -2.29616 -1.05840
H 4.42324 -0.42207 -2.21079
H 3.15338 1.75436 -2.66631
H 0.75712 1.95730 -1.66451
O -2.63969 2.56123 1.47907
H -3.43880 2.19462 1.05363
H -2.78072 3.52330 1.45071
```


Record 2
ORCA calculation (ωB97M-V/def2-TZVPD) on 3 unconnected molecules or ions with the total composition C17H39NO7S.

Results
HOMO energy in eV: -9.8
Energy in Eh: -1650.71393
Spin multiplicity: 1
SMILES: CCN[C@@H]1OS(=O)(=O)O[C@@H]1CCCCCCCCOC.CCO.CCO
LUMO in Eh: 0.0236
F_max in eV/A: 0.455
Kohn-Sham gap in eV: 10.4900

Structure (XYZ):
```
65
C17H39NO7S ωB97M-V/def2-TZVPD
C -1.19007 1.94369 2.45720
C -0.19771 2.37711 1.37852
N 0.26051 1.22264 0.58749
C 1.60885 1.22540 0.20304
O 1.90706 2.20642 -0.87360
S 2.42497 1.46144 -2.15879
O 1.29136 1.01848 -2.90688
O 3.45141 2.20943 -2.77891
O 3.06443 0.23928 -1.39093
C 2.16756 -0.14376 -0.29784
C 1.25518 -1.27026 -0.77693
C 0.10940 -1.69366 0.14125
C 0.53121 -1.90303 1.58841
C -0.60152 -2.42644 2.46315
C -0.19027 -2.71930 3.90781
C 0.44789 -1.51420 4.61904
C 1.97507 -1.51703 4.62445
C 2.53964 -0.36513 5.44810
O 3.86977 -0.03421 5.09534
C 4.83700 -0.82875 5.74287
H -1.72812 1.05233 2.13196
H -0.68587 1.70327 3.39399
H -1.92167 2.72572 2.66193
H 0.68321 2.83608 1.82923
H -0.65304 3.12937 0.72950
H -0.33292 1.09613 -0.22550
H 2.22162 1.57237 1.03395
H 2.84703 -0.52172 0.46345
H 0.87366 -1.04380 -1.77035
H 1.92499 -2.12897 -0.88620
H -0.29550 -2.62618 -0.26149
H -0.70345 -0.96564 0.10449
H 0.90770 -0.95786 1.99166
H 1.36489 -2.61697 1.62609
H -1.43256 -1.71219 2.45960
H -0.98082 -3.34693 2.00702
H -1.07322 -3.03880 4.46459
H 0.50825 -3.56220 3.90895
H 0.10599 -0.59464 4.12880
H 0.09347 -1.45863 5.65268
H 2.36562 -1.42272 3.60883
H 2.33029 -2.47474 5.01694
H 1.94401 0.53649 5.28198
H 2.48783 -0.60061 6.51941
H 4.77560 -1.88140 5.44442
H 4.73106 -0.76740 6.83242
H 5.81429 -0.44271 5.46032
C -2.74879 0.32811 -4.15820
C -2.03328 -0.41596 -3.04859
O -0.80916 -0.99156 -3.47789
H -2.94968 -0.33910 -4.99652
H -3.69891 0.73793 -3.81320
H -2.13339 1.15515 -4.52198
H -2.64008 -1.24733 -2.68818
H -1.85618 0.25856 -2.19895
H -0.22551 -0.27708 -3.76119
C -3.79922 2.96455 -7.59569
C -3.86432 1.45010 -7.64250
O -4.95783 0.93447 -6.88825
H -3.71641 3.30797 -6.56409
H -2.94052 3.33561 -8.15716
H -4.70018 3.40541 -8.02937
H -2.96856 1.01796 -7.19757
H -3.92667 1.10091 -8.67871
H -5.76544 1.29852 -7.26341
```


Record 3
ORCA calculation (ωB97M-V/def2-TZVPD) on a molecular structure, C17H39O7P2S4SbTi in a non-equilibrium geometry.

Results
HOMO energy in eV: -6.3
Energy in Eh: -4563.27956
Spin multiplicity: 1
ΔE to the lowest compared entry with this formula, charge and spin in kcal/mol: 15.17
LUMO in Eh: -0.0361
F_max in eV/A: 4.790
Kohn-Sham gap in eV: 5.3316

Structure (XYZ):
```
71
C17H39O7P2S4SbTi ωB97M-V/def2-TZVPD
Ti 0.73548 -1.46855 0.65059
C -3.67575 -2.23276 2.29007
C -3.16344 -3.00008 3.23527
S 0.01936 -2.52586 2.64090
C 1.05868 -4.01727 2.40146
C 0.38855 -4.94006 1.39476
S -0.31126 -3.89280 0.07592
C 0.34492 -4.62989 -1.46937
C 0.91732 -3.56525 -2.40515
S 0.22887 -1.89455 -2.20945
C -1.56588 -2.18315 -2.24928
C -2.25236 -1.10814 -1.43625
S -1.55728 -0.81042 0.22665
H -3.97808 -2.63272 1.33024
H -3.80848 -1.16817 2.43399
H -2.84805 -2.60362 4.19183
H -3.02498 -4.06532 3.09271
H 2.03485 -3.69813 2.04168
H 1.16624 -4.51771 3.36360
H 1.07339 -5.66569 0.95667
H -0.45463 -5.45636 1.84990
H 1.11430 -5.35367 -1.20794
H -0.48138 -5.15341 -1.94701
H 1.97334 -3.39625 -2.20190
H 0.78483 -3.86760 -3.44312
H -1.90380 -2.13923 -3.28506
H -1.76741 -3.16794 -1.83486
H -2.21770 -0.15495 -1.96617
H -3.29358 -1.38374 -1.27182
O 4.28962 -1.19511 -1.42232
P 3.02328 -0.83171 -0.54141
O 2.09220 0.10848 -1.20384
O 2.37933 -2.16131 -0.11192
O 3.67508 -0.11378 0.75755
P 2.73231 -0.00997 2.10559
O 2.90259 -1.51252 2.64181
O 3.24588 0.97116 3.04838
O 1.28007 0.08137 1.56005
H 4.79966 -0.40795 -1.64577
H 3.37465 -1.48674 3.48327
C 0.68741 4.97091 0.25160
C 1.39470 3.68011 -0.15250
C 2.49067 3.34112 0.84334
Sb -0.02930 1.95845 -0.38008
C -1.69479 2.79207 0.86977
C -3.07119 2.45092 0.30623
C -1.48673 2.23598 2.27347
C -0.57364 2.43349 -2.50857
C -1.09657 3.85311 -2.69721
C 0.64347 2.15706 -3.38238
H 1.39429 5.80770 0.19671
H 0.33052 4.91162 1.28165
H -0.15531 5.20510 -0.39810
H 1.81866 3.78917 -1.15478
H 2.08492 3.13038 1.83473
H 3.19017 4.17868 0.94160
H 3.05965 2.46481 0.53033
H -1.55287 3.87245 0.86301
H -3.24130 1.37376 0.33411
H -3.17491 2.78946 -0.72661
H -3.85372 2.93787 0.89881
H -1.52295 1.14398 2.27108
H -2.26309 2.60008 2.95489
H -0.51323 2.53272 2.67180
H -1.36586 1.72024 -2.75550
H -0.30723 4.58486 -2.51887
H -1.92507 4.07306 -2.02250
H -1.45323 3.99110 -3.72531
H 1.42524 2.89820 -3.20270
H 0.37344 2.20309 -4.44304
H 1.05707 1.16980 -3.17521
```


Record 4
ORCA calculation (ωB97M-V/def2-TZVPD) on a molecular structure, C17H39OP3STi in a non-equilibrium geometry.

Results
HOMO energy (spin up / spin down) in eV: -17.6 / -16.7
Energy in Eh: -3017.06609
Expectation value of S²: 0.77
Spin multiplicity: 2
ΔE to the lowest compared entry with this formula, charge and spin in kcal/mol: 1.20
LUMO (spin up / spin down) in Eh: -0.3739 / -0.4579
F_max in eV/A: 1.822
Total charge: +3
Kohn-Sham gap (spin up / spin down) in eV: 7.3974 / 4.2603

Structure (XYZ):
```
62
C17H39OP3STi ωB97M-V/def2-TZVPD
Ti -0.23392 -1.33831 0.75239
P 0.40519 -3.06891 -1.12449
P 2.20787 -0.72542 0.66420
P -2.40582 -1.26006 -0.50216
H 0.49007 7.25834 0.68381
C -0.54770 7.11257 1.01396
C -0.81601 6.87376 2.30253
H 0.00575 6.82145 3.02809
C 0.80198 -2.45819 -2.80734
C 1.84971 -4.15101 -0.79547
C -0.82648 -4.38037 -1.48429
C 2.61172 0.65551 1.77323
C 3.38884 -1.96046 1.32735
C 3.01877 -0.24828 -0.89630
C -3.50348 0.13035 -0.04380
C -3.50980 -2.67561 -0.12911
C -2.44874 -1.17356 -2.33057
H -1.31626 7.21742 0.24275
H -1.82806 6.75918 2.69227
H 0.99623 -3.32495 -3.45567
H 1.68383 -1.80762 -2.78862
H -0.04044 -1.88363 -3.20729
H 1.83544 -5.00250 -1.49109
H 1.78711 -4.54855 0.22595
H 2.79722 -3.61176 -0.90641
H -0.32510 -5.18791 -2.03504
H -1.67875 -4.02389 -2.07420
H -1.19459 -4.79702 -0.53796
H 3.70043 0.66024 1.91734
H 2.12066 0.51442 2.74277
H 2.28089 1.61419 1.36038
H 4.36493 -1.85716 0.83011
H 3.03913 -2.98661 1.18133
H 3.52571 -1.79960 2.40624
H 3.96819 0.21711 -0.60872
H 2.39234 0.47967 -1.42455
H 3.18822 -1.11130 -1.55096
H -4.45260 0.03502 -0.59102
H -3.04668 1.10502 -0.25348
H -3.68406 0.10398 1.03575
H -4.43615 -2.59421 -0.71661
H -3.76071 -2.66298 0.94110
H -3.02684 -3.63317 -0.35016
H -3.46125 -0.85380 -2.60849
H -2.22088 -2.11459 -2.84685
H -1.74056 -0.41198 -2.67779
C -0.48708 2.11058 0.99066
C -0.50497 2.29503 -0.40627
C -0.06084 3.50576 -0.95057
C 0.33917 4.54851 -0.10958
C 0.41077 4.34136 1.27195
C -0.09695 3.17954 1.82437
S -0.88660 0.66624 1.88415
H 0.61525 -0.29491 -0.26688
H -0.86838 1.50207 -1.05829
H -0.02101 3.65133 -2.03390
H 0.55841 5.53521 -0.52062
H 0.76883 5.12624 1.93385
H -0.19901 3.02447 2.89971
O -0.45733 -2.78699 2.26754
H 0.22393 -3.06209 2.90557
H -1.28950 -3.24719 2.48519
```